Formula: C5H8O
Source: the Open Molecules 2025 dataset
Level of theory: the ωB97M-V functional and the def2-TZVPD basis

Computed properties:
Charge: 0
SMILES: C1CC1[C@H]1CO1
HOMO energy, Eh: -0.3355
Multiplicity: 1
ΔE to the lowest compared entry with this formula, charge and spin, eV: 3.8001
Orbital gap, eV: 10.25
Energy, eV: -7358.4552
Largest force on an atom, eV Å⁻¹: 2.63

The geometry in XYZ format:
```
14
C5H8O (the ωB97M-V functional and the def2-TZVPD basis)
C 0.666 -1.374 -0.830
C -0.791 -1.198 -0.845
C 0.146 -0.645 0.361
C 0.378 0.829 0.403
C -0.189 1.644 1.476
O 1.205 1.387 1.426
H 1.159 -0.718 -1.543
H 1.092 -2.362 -0.762
H -1.368 -2.112 -0.638
H -1.298 -0.472 -1.454
H -0.736 -1.025 0.853
H 0.554 1.303 -0.570
H -0.504 2.662 1.263
H -0.710 1.142 2.292
```

Results of the natural (NBO) charge analysis, in e, for atoms 1 through 5:
1. C -0.4086
2. C -0.3818
3. C -0.3261
4. C 0.0430
5. C -0.1131